[1]
{"formula": "C34H56N2O2", "method": "the ωB97M-V functional and the def2-TZVPD basis", "symbols": ["H", "H", "C", "H", "H", "C", "H", "C", "C", "C", "O", "H", "H", "H", "C", "C", "H", "H", "H", "H", "C", "H", "C", "H", "C", "C", "H", "H", "H", "H", "H", "C", "C", "H", "H", "C", "C", "H", "H", "H", "H", "H", "H", "H", "C", "H", "H", "H", "H", "H", "H", "C", "H", "H", "C", "C", "O", "C", "C", "C", "H", "C", "N", "H", "C", "H", "C", "H", "H", "C", "H", "N", "H", "H", "H", "C", "H", "H", "H", "C", "H", "H", "C", "C", "H", "H", "C", "H", "C", "C", "C", "H", "H", "H"], "xyz": [[3.02099, 0.05339, 1.67217], [-2.01931, -3.23401, -3.19501], [-0.19080, -3.68549, -4.21465], [-0.63478, 5.26016, 2.29438], [-0.09286, 2.94948, 1.15355], [-2.56929, 2.19334, 4.08955], [-5.49432, 3.79941, 2.95487], [1.51439, 1.16687, 2.80056], [0.06128, 4.50770, 2.65343], [4.36599, -0.38141, -1.20011], [-4.61203, 0.91017, 3.76609], [-7.48879, 2.84765, 3.51474], [6.04969, 3.44542, -4.77247], [-7.04022, 0.84143, 0.72594], [2.03604, 3.32365, 1.46622], [-0.06336, -2.56392, -0.07632], [-1.72656, -6.28578, -5.48689], [7.37268, 3.53523, -3.60917], [4.51856, -0.52727, -0.12955], [2.17415, -0.90661, 2.85447], [3.90120, 1.38508, -2.98489], [-2.23184, -4.24886, -4.60300], [6.37283, 3.13277, -3.77748], [1.21342, -2.68457, 1.62843], [1.03207, -0.62745, 1.08140], [-1.58578, -4.07832, -3.73740], [0.50140, 4.46112, 0.56680], [1.44926, 0.96156, 3.86622], [0.75684, 3.67627, 5.11476], [5.12877, -0.11379, -3.93241], [0.26812, -4.47115, -4.81684], [1.18546, -2.09743, 0.71608], [0.58268, 3.76092, 1.39439], [3.68952, 2.45136, -3.10542], [-3.41912, -8.11696, -3.70061], [-5.24741, 3.23345, 2.05353], [-0.19402, 3.25895, 4.81737], [0.50305, 1.34538, 2.45355], [-0.24056, -2.78600, -4.83005], [0.02615, -0.51231, 1.47755], [0.86425, 4.99962, 3.19179], [3.48198, -0.95169, -1.49454], [-0.98601, -5.07740, -1.93422], [7.10267, 1.20694, -4.37194], [-3.84908, 1.77244, 3.41985], [2.98423, 0.86413, -3.27835], [-3.77407, -7.69793, -5.37703], [2.46309, 2.96078, 3.56040], [1.12449, -0.01364, 0.18361], [2.06846, -2.27963, 0.11091], [-8.41054, 2.94791, 2.03563], [-0.82808, 2.39792, 5.67865], [6.73279, 1.32090, -2.66799], [-8.03931, 1.37712, 2.75880], [-0.71293, 3.59755, 3.57669], [-1.94109, 3.05768, 3.22295], [-2.52814, 3.84793, 0.99861], [-3.29944, -7.34273, -4.46125], [-1.82318, -7.04053, -4.70163], [5.01864, 0.97430, -3.94444], [3.34125, 1.47958, -0.92150], [-2.78251, 3.25547, 2.01059], [-3.97926, 2.54837, 2.25713], [3.41940, 2.03518, 2.42037], [-6.38449, 2.27951, 1.75083], [0.46558, -3.47552, -3.36741], [2.41624, 2.39988, 2.62895], [-1.14258, -7.38906, -2.69387], [5.70713, 3.59169, -3.04491], [-3.00709, -0.07379, 6.80086], [-5.16631, 3.91805, 1.21748], [-6.21770, 1.43288, 0.82531], [2.29971, 2.83304, 0.52969], [-3.84417, -6.45671, -4.13203], [5.23163, -0.79979, -1.71555], [-2.04112, 1.82011, 5.31019], [0.18742, -3.20866, -0.91204], [2.66870, 4.20897, 1.52588], [4.71169, 1.23185, -4.96294], [-1.59407, -5.29748, -2.81700], [-0.79812, -3.00193, 0.58894], [-2.61181, -5.45069, -2.44695], [-7.65179, 2.36698, 2.55236], [2.04305, -0.11883, 2.11549], [-3.36187, -0.92340, 7.32160], [-0.52163, -1.67929, -0.51423], [6.37765, 1.61126, -3.66063], [-0.38705, 2.13971, 6.62506], [-1.08031, -6.59419, -3.44385], [-2.70752, 0.88934, 6.15707], [4.18139, 1.10077, -1.51085], [-1.33867, -7.94194, -5.08645], [-0.01732, -6.48957, -3.67983], [5.06232, 1.65708, -1.17801]], "total_charge": 0, "e_tot_ha": -1589.06601, "largest_force_ha_per_bohr": 0.0211, "smiles": "[H]/N=C(\\C)CN1C(=O)c2c(C#C)ccc(CCCCCCCCC)c2C1=O.CCCCCC.CCCCCC"}

***

[2]
{"formula": "C34H56N6O19P3S", "method": "the ωB97M-V functional and the def2-TZVPD basis", "symbols": ["H", "C", "H", "H", "C", "H", "H", "C", "C", "O", "C", "H", "H", "C", "H", "C", "N", "P", "H", "H", "H", "H", "C", "H", "H", "O", "H", "O", "C", "H", "H", "H", "S", "C", "N", "H", "H", "H", "C", "H", "P", "H", "N", "O", "H", "H", "N", "C", "H", "H", "C", "H", "C", "O", "C", "C", "H", "H", "C", "O", "C", "C", "C", "H", "H", "H", "H", "C", "H", "H", "H", "H", "C", "H", "O", "C", "H", "O", "H", "C", "P", "C", "O", "N", "N", "H", "C", "O", "C", "H", "H", "H", "C", "H", "O", "H", "H", "O", "H", "H", "C", "H", "H", "C", "H", "O", "O", "H", "C", "C", "O", "H", "H", "O", "O", "O", "C", "C", "O"], "xyz": [[4.07784, -1.01074, 2.28734], [-2.96031, 3.05066, 5.68925], [-0.63195, -0.93851, -1.07977], [3.20476, 4.83527, -2.56266], [-6.69756, -4.24163, -4.30678], [-7.33839, -3.65222, -4.96790], [-5.40388, -2.52671, -4.02073], [4.46132, -0.34106, -1.98433], [2.34541, 0.42780, -1.65193], [-6.09645, -3.65698, -0.10613], [4.99163, 2.28338, 6.43976], [4.71348, 5.38438, -3.37465], [3.38811, 3.51152, 7.17588], [5.81902, -6.25711, 3.41658], [-6.22655, -6.11265, -5.29274], [-1.94051, 3.11486, -3.85744], [-4.01119, -0.37771, 3.42073], [-1.80930, 1.72670, 0.36708], [4.04679, 7.60583, -5.15157], [-1.96721, -3.06780, 1.01708], [-4.92742, -2.96944, 3.48624], [-0.86408, 3.35586, -6.47915], [3.84204, 1.47336, 4.65062], [3.37345, 0.51507, 4.40831], [4.30325, -7.41605, 2.44553], [5.87231, 2.42194, 7.27246], [3.27568, 2.22532, -2.29758], [5.98251, -3.94340, 2.72773], [-3.99790, -1.31350, 2.22385], [3.48051, -5.97276, 4.99949], [2.52739, -6.28955, 3.52866], [-2.08802, -3.30730, -0.88460], [-2.63205, 4.68235, 6.10953], [3.48000, -2.00108, 2.56219], [-3.24840, -0.60677, 1.11609], [4.21926, 1.92721, 3.72818], [3.53227, -2.77268, 1.68388], [-4.16157, -1.93050, -0.40688], [-0.43846, -1.83139, -0.31760], [2.31258, 7.98212, -4.99980], [-2.45937, 3.80719, 0.39840], [-6.87003, -4.46310, 3.07386], [-2.97956, 1.91983, 3.69452], [3.96710, -4.81044, 3.37345], [4.19612, 4.10100, 5.68032], [-0.36994, 4.56701, -3.73833], [-3.46852, 1.93013, 5.02077], [-5.75735, -3.40613, -3.47530], [3.74417, 7.51906, -2.73451], [5.16211, 0.20723, -1.34602], [4.54827, -7.06768, 3.45628], [0.68629, 3.81163, -5.68814], [3.62096, 5.43131, -3.37810], [-1.12384, 4.69682, 0.51085], [-0.31522, 3.40325, -5.53452], [-4.68946, -2.79602, 2.33023], [-0.35073, -0.43514, 1.61416], [-7.34444, -4.83274, -3.64714], [2.90244, 2.38609, 5.39427], [-7.31017, -1.54860, 1.28942], [-1.07262, 4.17486, -4.48362], [3.52657, -6.05753, 3.90869], [3.84265, 3.22158, 6.22575], [-8.25951, -1.91935, 1.34736], [6.32425, -6.24471, 4.38632], [4.89504, -1.31406, -2.23286], [-1.64315, 5.01660, -4.88503], [3.12028, 6.85292, -3.33632], [-6.21189, -3.11620, -2.52517], [-2.43385, 2.76462, 3.41290], [3.87173, -2.40219, 3.59410], [0.32410, -2.56241, -0.87018], [-1.90332, -2.50671, -0.02126], [-2.87163, -0.75577, -1.12029], [-3.65783, 4.19213, 1.60171], [-5.75796, -5.15435, -5.05044], [-5.38074, -4.70051, -5.97287], [-3.72769, -4.20578, -2.42860], [2.26161, 2.97550, 4.73315], [-3.13646, -1.39195, -0.17198], [-6.31631, -3.00626, 1.35270], [3.08173, 7.23212, -4.79359], [-3.19125, 4.13986, -1.18340], [-2.76561, 0.67982, 1.44816], [0.77128, -2.25278, 2.01366], [1.24488, -3.04945, 1.49666], [5.30568, -4.88193, 3.11404], [-7.31419, -4.19551, 2.21661], [0.30661, -1.18978, 0.99880], [-3.68784, 5.02742, -1.08763], [2.25556, 1.79497, 6.05391], [6.49397, -6.60743, 2.63227], [1.91010, -1.54089, 2.75801], [4.91056, 1.01859, -3.63069], [3.04638, 3.79391, -5.06430], [-3.13242, 4.62323, 2.35502], [4.60739, -7.94234, 4.10945], [1.24223, 0.57654, -1.15288], [-2.06199, 1.26553, -1.00407], [-2.88110, 2.97365, -4.40013], [2.93231, 1.28312, -2.73366], [2.10539, 6.87269, -2.92084], [2.20634, 1.46598, -3.52924], [3.11453, 4.95832, -4.70700], [1.28874, -0.64802, 0.61230], [3.24214, -0.52707, -1.26684], [1.57790, -0.49762, 3.56124], [-2.16541, 3.33777, -2.81037], [-4.60837, -4.34433, -3.26129], [-0.25379, 2.03134, -4.93432], [-1.18182, 1.90933, -3.94030], [3.73030, -0.25090, -3.99606], [-3.91528, -3.64577, 2.02781], [0.48722, 1.13291, -5.29752], [4.94071, 1.26131, 5.53590], [2.77485, 6.02469, -5.48909], [4.08247, 0.43666, -3.21744], [-3.23147, 0.83326, 2.87918], [-4.65929, -5.36641, -4.16515]], "total_charge": 1, "e_tot_ha": -4509.02481, "largest_force_ha_per_bohr": 0.1572, "relative_energy_kj_mol": 1177.66}

***

Question: What is the formula in the second record?
Answer: C34H56N6O19P3S